(1)
Computed, not measured: a cluster of 9 separate species, C9H36N6O9 in total at a distorted geometry, with ωB97M-V with the def2-TZVPD basis set.

Geometry as ORCA input:
```
! wB97M-V def2-TZVPD RIJCOSX def2/J DEFGRID3
* xyz 0 1
C 7.2258 11.5131 16.3634
O 7.2147 10.5743 17.4262
H 8.2708 11.5798 16.0387
H 6.6002 11.1205 15.5578
H 6.8739 12.4947 16.6665
H 7.6435 10.9370 18.2026
C 4.9996 8.9073 13.1328
O 5.3159 9.0286 11.7419
H 3.9010 9.1259 13.2311
H 5.2042 7.8894 13.4657
H 5.5773 9.5907 13.7280
H 6.2609 8.7149 11.6681
C 8.3987 6.9004 15.4266
O 8.9496 8.1959 15.1713
H 8.9257 6.1602 14.8516
H 8.4536 6.6736 16.5340
H 7.3478 6.8833 15.1339
H 8.7797 8.7462 15.9636
C 8.3359 12.5075 7.9908
O 7.9180 11.4428 7.1323
H 8.7267 11.9884 8.8781
H 9.0774 13.1780 7.5438
H 7.5048 13.0171 8.4013
H 7.2600 11.7854 6.5597
C 9.0250 7.2933 11.7805
O 8.3326 8.5096 12.2733
H 8.2555 6.5062 11.8590
H 9.0754 7.4374 10.6890
H 9.9893 6.9841 12.1647
H 8.5330 8.5787 13.2128
C 12.5032 10.2197 11.1858
O 11.8464 9.9949 12.4228
H 12.8509 9.2567 10.8090
H 11.8524 10.6867 10.4384
H 13.3807 10.8561 11.3167
H 12.3599 9.3380 12.8610
C 12.0441 6.0743 12.0209
O 11.2766 5.2409 12.4796
N 12.2089 6.3373 10.6642
N 12.8399 6.9094 12.6960
H 11.3783 5.8932 10.2849
H 12.3142 7.3251 10.4393
H 13.6753 7.1242 12.1880
H 12.9053 6.9326 13.6972
C 8.2935 7.1172 8.3990
O 9.4852 7.4162 8.4153
N 7.3280 8.0567 8.1463
N 7.7723 5.9938 8.7931
H 6.4457 7.7415 7.8009
H 7.6508 8.9195 7.7918
H 8.3627 5.2257 8.9772
H 6.7842 5.9446 8.8503
C 8.3326 12.5086 12.2242
O 7.9665 13.6419 12.4317
N 7.8331 11.7073 11.2916
N 9.3178 11.9234 12.9179
H 6.8423 11.9816 11.1195
H 7.9704 10.6827 11.4295
H 9.7131 11.0173 12.6936
H 9.8766 12.5972 13.3612
*
```

Values from the calculation:
- E: -37284.782 eV
- M: 372.42 u
- Largest force on an atom: 3.97 eV Å⁻¹
- HOMO energy: -9.5 eV
- ΔE to the lowest compared entry with this formula, charge and spin: 141.5 kJ/mol
- LUMO energy: 0.4 eV

---

(2)
Computed, not measured: a cluster of 9 separate species, C9H36N6O9 in total at a distorted geometry, with ωB97M-V with the def2-TZVPD basis set.

Geometry as ORCA input:
```
! wB97M-V def2-TZVPD RIJCOSX def2/J DEFGRID3
* xyz 0 1
C -10.1020 9.7653 8.2587
O -11.3434 10.3079 8.2055
H -9.4831 10.0527 7.4088
H -9.6098 9.9731 9.2088
H -10.2250 8.6884 8.1436
H -11.4464 10.6259 7.3056
C -3.8439 1.0406 12.9652
O -4.6461 0.0815 13.5786
H -3.4200 0.5045 12.1161
H -4.4723 1.8010 12.5015
H -3.1724 1.6369 13.5830
H -4.3410 -0.7810 13.2875
C -3.6736 2.1298 7.1846
O -2.6481 1.2415 7.5964
H -3.9536 2.8725 7.9316
H -3.4017 2.5597 6.2205
H -4.5913 1.5777 6.9816
H -1.8524 1.7705 7.5034
C -5.8230 7.2705 15.0168
O -4.5579 7.4324 14.4704
H -5.7867 7.5213 16.0769
H -6.5025 7.8965 14.4384
H -6.1092 6.2230 14.9217
H -3.9468 6.9611 15.0414
C -16.0292 7.0207 7.4368
O -14.7731 7.0047 6.9896
H -16.5529 7.6239 6.6953
H -16.6182 6.1044 7.4769
H -16.1797 7.5287 8.3894
H -14.4345 7.8708 7.2278
C -11.5784 5.0410 18.2083
O -12.8938 5.0072 17.7443
H -11.5010 4.2094 18.9088
H -10.9475 4.8727 17.3356
H -11.1917 5.8607 18.8138
H -12.9267 4.3457 17.0493
C -9.8182 3.7373 11.0323
O -9.0418 4.0426 10.1336
N -9.4161 3.3615 12.1581
N -11.0993 4.0273 10.9474
H -8.4767 3.0105 12.2781
H -10.0577 2.9733 12.8347
H -11.5760 4.3601 10.1215
H -11.7118 3.6061 11.6311
C -5.9882 1.9244 19.4818
O -4.9400 2.3074 19.0418
N -6.7271 1.0626 18.7994
N -6.5296 2.1475 20.6499
H -7.3893 0.5406 19.3554
H -6.4360 0.9227 17.8424
H -7.3861 1.7354 20.9912
H -5.8714 2.6040 21.2651
C -14.2639 -0.1754 14.0342
O -13.7136 0.9060 14.3449
N -13.8340 -1.3140 14.4022
N -15.3022 -0.1890 13.3129
H -13.0316 -1.3566 15.0141
H -14.2990 -2.1828 14.1807
H -15.6550 0.7008 12.9904
H -15.7382 -1.0994 13.2794
*
```

Values from the calculation:
- E: -37281.487 eV
- M: 372.42 u
- Largest force on an atom: 8.07 eV Å⁻¹
- HOMO energy: -9.3 eV
- ΔE to the lowest compared entry with this formula, charge and spin: 459.3 kJ/mol
- LUMO energy: 0.2 eV

---

(3)
Computed, not measured: a cluster of 9 separate species, C9H36N8O9 in total at a distorted geometry, with ωB97M-V with the def2-TZVPD basis set.

Geometry as ORCA input:
```
! wB97M-V def2-TZVPD RIJCOSX def2/J DEFGRID3
* xyz 0 1
C -3.3380 0.7167 -3.5728
O -3.0810 0.8244 -4.9701
H -3.0078 -0.2304 -3.1179
H -2.8391 1.5694 -3.0772
H -4.3567 0.9062 -3.4274
H -2.4451 0.1483 -5.2060
C 3.1396 -0.6699 3.4281
O 2.1816 -0.0375 2.5744
H 2.7249 -1.1423 4.3425
H 3.4469 -1.5612 2.8544
H 3.9919 -0.0281 3.6773
H 1.9872 -0.8415 2.0407
C 0.2904 4.2702 2.7567
O 0.2696 3.1100 2.0096
H -0.2595 4.2040 3.6830
H 1.2932 4.6394 3.0191
H -0.0766 5.0295 2.0935
H 0.0729 2.3663 2.6043
C -2.5007 2.5531 -0.2157
O -1.3977 1.7041 0.0638
H -3.3664 2.0384 0.2359
H -2.3677 3.5516 0.2586
H -2.7010 2.8196 -1.2990
H -1.1847 1.8630 1.0032
C -2.8098 -1.4695 -0.0038
O -1.5133 -0.9519 -0.1515
H -2.6892 -2.5122 -0.0709
H -3.2120 -1.1369 0.8717
H -3.4828 -1.1450 -0.8251
H -1.3780 0.0310 -0.1441
C -0.8208 -0.1297 3.5591
O -1.1612 1.0311 3.2400
N -0.6921 -0.5036 4.8416
N -0.5908 -1.0886 2.6611
H -0.4111 0.2210 5.4673
H -0.6068 -1.5041 5.1110
H -0.7966 -0.9841 1.6623
H 0.1396 -1.7902 2.7687
C -0.3339 -0.6635 -4.4935
O -1.2905 -1.0830 -5.1994
N 0.5994 -1.5072 -3.8457
N -0.0581 0.7038 -4.4129
H 1.1585 -1.0682 -3.0761
H 0.1953 -2.3930 -3.7041
H 0.6951 1.1036 -3.8688
H -0.5907 1.3114 -4.9984
C 1.6673 -3.4677 0.1967
O 1.4111 -3.0265 1.2762
N 2.9364 -4.0132 0.0162
N 0.7935 -3.4040 -0.9198
H 3.4394 -4.0892 0.8721
H 3.0916 -4.7852 -0.5620
H 1.0857 -3.6229 -1.8293
H 0.0916 -2.6802 -0.8419
C 2.2472 0.6942 -1.1707
O 1.9852 0.3080 -2.3352
N 3.3651 0.3250 -0.4628
N 1.4739 1.6260 -0.5527
H 4.0826 -0.2965 -0.8568
H 3.5489 0.7132 0.4480
H 1.4542 1.7419 0.4480
H 0.4999 1.7025 -0.8733
*
```

Values from the calculation:
- E: -40267.540 eV
- M: 400.43 u
- Largest force on an atom: 3.20 eV Å⁻¹
- HOMO energy: -9.1 eV
- ΔE to the lowest compared entry with this formula, charge and spin: 82.9 kJ/mol
- LUMO energy: 0.3 eV